No. 1
78
Properties=species:S:1:pos:R:3:lowdin_charge:R:1 method="wB97M-V/def2-TZVPD" orbital_gap_ev=7.16 e_above_lowest_kcal_mol=23.68 fmax_ev_per_a=0.8 lumo_energy_ev=-0.644 multiplicity=1
Pd 0.32362 -0.56646 -1.31504 0.6994
N 0.73789 1.19887 1.17563 -0.3329
P 0.44148 -0.49128 1.44092 0.9618
C -1.22248 -0.53214 2.16058 -0.3842
C -2.11777 -1.41070 1.56081 -0.0949
C -3.43822 -1.47187 1.98983 -0.0610
C -3.86118 -0.64408 3.01693 -0.0742
C -2.97068 0.24129 3.61928 -0.0828
C -1.65438 0.29794 3.19437 -0.0992
C 1.53692 -0.86004 2.84358 -0.3604
C 2.78889 -0.25858 2.96822 -0.1140
C 3.66470 -0.65849 3.96775 -0.0804
C 3.30431 -1.67095 4.84541 -0.0833
C 2.06090 -2.27754 4.72473 -0.0766
C 1.18206 -1.87718 3.73042 -0.0890
P 0.48141 1.48591 -0.46495 0.8528
C 1.68841 2.70931 -1.00853 -0.3284
C 2.06585 3.75721 -0.16830 -0.0870
C 3.00237 4.68279 -0.59561 -0.0715
C 3.55183 4.57803 -1.86876 -0.0671
C 3.15493 3.55608 -2.71714 -0.0695
C 2.22407 2.61982 -2.28646 -0.0968
C -1.18397 2.14532 -0.67195 -0.2959
C -1.72095 1.63141 -1.97900 -0.2723
C -3.22685 1.28580 -2.00857 -0.1867
C -4.00682 1.89127 -0.87309 -0.0348
C -3.43277 2.48506 0.17424 -0.0679
C -1.98055 2.49627 0.33638 -0.0767
H 1.39457 1.72950 1.72776 0.0511
H -1.78798 -2.03512 0.73907 0.0889
H -4.12770 -2.15128 1.50429 0.1046
H -4.89043 -0.67922 3.35149 0.1043
H -3.30858 0.88583 4.42124 0.1025
H -0.96039 0.98902 3.66023 0.1085
H 3.09584 0.52452 2.28338 0.0894
H 4.63044 -0.17746 4.05735 0.1066
H 3.98879 -1.98592 5.62206 0.1039
H 1.77208 -3.06461 5.40950 0.1062
H 0.21012 -2.34961 3.64686 0.1065
H 1.62431 3.85766 0.81747 0.1035
H 3.30348 5.48873 0.06046 0.1073
H 4.28931 5.29779 -2.19811 0.1088
H 3.58355 3.47388 -3.70733 0.1109
H 1.90738 1.81427 -2.93978 0.0962
H -1.32263 2.15174 -2.85258 0.1403
H -3.70896 1.51731 -2.96191 0.1479
H -5.08872 1.84682 -0.91709 0.1010
H -4.04194 2.90323 0.96609 0.1015
H -1.57053 2.68914 1.32217 0.0966
O 1.49174 -4.10474 -2.66146 0.0866
C 1.21073 -2.98404 -2.29541 -0.6383
O 0.03753 -2.48934 -2.09001 -0.1498
C 2.32527 -1.96576 -2.04306 -0.1900
C 2.82763 -1.76352 -0.75792 -0.0548
C 3.87501 -0.86682 -0.55342 0.0061
C 4.41082 -0.21629 -1.64323 -0.1527
C 3.93186 -0.40885 -2.93412 -0.0029
C 2.86889 -1.26504 -3.12756 -0.0088
N 5.51864 0.72571 -1.42931 -0.3474
O 5.79694 1.01794 -0.28166 0.0705
O 6.02796 1.23326 -2.40877 0.0733
H 2.44238 -2.34164 0.07111 0.1117
H 4.29872 -0.71101 0.42659 0.1097
H 4.39816 0.11331 -3.75630 0.1222
H 2.47612 -1.43780 -4.12042 0.1328
C -1.45590 0.13719 -1.88786 -0.1360
C -2.77354 -0.18104 -1.87540 -0.1256
C -3.60109 -1.37627 -1.70597 -0.1737
C -3.05116 -2.66072 -1.67185 -0.0311
C -3.86076 -3.76742 -1.47144 -0.0742
C -5.23377 -3.62381 -1.31595 -0.0976
C -5.79465 -2.35610 -1.37660 -0.0911
C -4.98621 -1.24684 -1.57047 -0.0345
H -1.98625 -2.78777 -1.81721 0.0820
H -3.41300 -4.75301 -1.44983 0.1062
H -5.86143 -4.49265 -1.16477 0.0985
H -6.86519 -2.22855 -1.27443 0.1000
H -5.44049 -0.26765 -1.61758 0.0957



No. 2
14
Properties=species:S:1:pos:R:3:lowdin_charge:R:1 method="wB97M-V/def2-TZVPD" smiles="C=NC.CP=O" orbital_gap_ev=8.85 e_above_lowest_kcal_mol=42.27 fmax_ev_per_a=3.1 lumo_energy_ev=0.010 multiplicity=1
C -0.86486 1.80358 -0.04106 -0.0898
C -1.87569 -0.20918 -0.35704 -0.1637
C 2.07451 -1.20017 0.68852 -0.3624
N -0.75673 0.56813 -0.04868 -0.1380
O 3.35706 1.24792 0.50872 -0.5063
P 2.43154 0.38967 -0.22969 0.7572
H -1.86792 2.24674 -0.40932 0.1051
H 0.04332 2.40735 0.24132 0.0732
H -2.55289 -0.15499 0.43286 0.0616
H -2.51098 0.20818 -1.14676 0.0794
H -1.52758 -1.22144 -0.64728 0.0875
H 1.42082 -1.90730 0.03833 0.0415
H 3.03672 -1.82494 0.96348 0.0693
H 1.46593 -0.88788 1.50105 -0.0145



No. 3
75
Properties=species:S:1:pos:R:3:lowdin_charge:R:1 method="wB97M-V/def2-TZVPD" orbital_gap_ev="6.02 / 7.00" e_above_lowest_kcal_mol=18.08 fmax_ev_per_a=2.4 lumo_energy_ev="-5.566 / -4.694" multiplicity=4 charge=+1
Mn 0.61012 0.67182 0.66180 0.8785
Cl 7.14822 1.50578 -2.29453 0.7236
C 5.61451 1.57200 -1.53242 -0.6640
C 5.16857 2.79027 -0.98465 -0.0509
C 3.94102 2.87791 -0.38539 0.0357
C 3.07795 1.75190 -0.31013 -0.3050
O 1.89491 1.86775 0.16949 -0.1100
C 3.55944 0.50160 -0.84256 -0.1144
C 2.73990 -0.65697 -0.75327 -0.0780
O 1.59253 -0.70668 -0.25772 -0.0969
C 4.82655 0.44399 -1.44585 -0.0357
H 5.80833 3.65816 -1.04852 0.1206
H 3.58357 3.81242 0.02328 0.1324
H 3.15137 -1.58400 -1.17010 0.1605
H 5.17559 -0.49596 -1.84070 0.1224
O -1.76177 3.06916 2.77782 0.1386
C -1.37058 2.62554 1.72746 -0.5356
O -0.29520 1.93296 1.56715 -0.0873
C -2.13070 2.95388 0.44364 -0.1030
C -3.02597 4.01548 0.53735 0.0129
C -3.70556 4.46548 -0.58079 -0.0324
C -3.49439 3.85897 -1.80917 -0.0475
C -2.63501 2.77873 -1.90690 -0.0753
C -1.95630 2.30618 -0.78045 -0.2541
P -0.98026 0.78760 -0.98562 1.2074
C -2.13797 -0.59398 -1.18306 -0.3692
C -3.50485 -0.40469 -1.34648 -0.0685
C -4.32307 -1.50094 -1.56010 -0.0462
C -3.78535 -2.77739 -1.60579 -0.0514
C -2.42197 -2.96628 -1.42760 -0.0524
C -1.59611 -1.87651 -1.22149 -0.0910
C -0.30098 0.87172 -2.67781 -0.3148
C -0.96521 0.28790 -3.75610 -0.0707
C -0.41330 0.35646 -5.02315 -0.0500
C 0.80379 0.98626 -5.23073 -0.0500
C 1.46673 1.56984 -4.16204 -0.0508
C 0.90649 1.52820 -2.89798 -0.0753
H -3.17333 4.48628 1.49786 0.1290
H -4.39063 5.29468 -0.49771 0.1166
H -4.00728 4.21199 -2.69190 0.1155
H -2.47314 2.29734 -2.86309 0.1066
H -3.93385 0.58425 -1.29097 0.1127
H -5.38685 -1.35291 -1.67584 0.1160
H -4.43775 -3.62134 -1.77100 0.1132
H -2.00691 -3.96278 -1.44065 0.1126
H -0.53065 -2.00293 -1.07903 0.0951
H -1.91689 -0.20321 -3.61135 0.1102
H -0.94517 -0.08170 -5.85358 0.1152
H 1.22461 1.03467 -6.22407 0.1149
H 2.41214 2.06785 -4.31718 0.1141
H 1.39294 2.03021 -2.07568 0.0910
C 2.31236 -1.70472 5.07187 -0.0757
C 0.81147 -1.88570 4.89869 -0.1475
C 0.32280 -2.18105 3.45703 -0.2782
C 1.04557 -3.40432 2.83299 -0.1404
C 0.57531 -3.71082 1.41451 -0.0618
C -1.15562 -2.53611 3.59259 -0.4001
O -1.54472 -3.43306 4.28731 0.1433
N -2.04934 -1.75261 2.88434 0.2426
C -1.74538 -0.79896 1.94313 -0.4837
O -2.58258 -0.13072 1.37626 0.0975
N -0.41616 -0.63183 1.67678 0.0735
C 0.54936 -1.02814 2.52324 -0.3954
O 1.62558 -0.42745 2.37403 0.0702
H 2.51926 -1.48755 6.11692 0.0833
H 2.67913 -0.87686 4.47153 0.0688
H 2.85895 -2.60468 4.80593 0.0745
H 0.29896 -0.98192 5.24238 0.1346
H 0.47382 -2.72122 5.51587 0.1254
H 0.85368 -4.26025 3.47894 0.1350
H 2.11788 -3.21347 2.81283 0.1194
H -0.47596 -3.99324 1.39533 0.0850
H 1.15411 -4.53690 1.00475 0.0873
H 0.71360 -2.84163 0.77077 0.0459
H -3.03439 -1.92374 3.05922 0.1821



No. 4
18
Properties=species:S:1:pos:R:3:lowdin_charge:R:1 method="wB97M-V/def2-TZVPD" smiles=C1[C@@H]2N[C@H]2C[C@H]2N[C@H]12 orbital_gap_ev=9.16 e_above_lowest_kcal_mol=205.88 fmax_ev_per_a=10.2 lumo_energy_ev=0.846 multiplicity=1
C -0.89936 1.11419 -0.73343 -0.0461
C -1.35760 -0.15693 -0.11743 -0.3687
C -0.62837 -0.47700 1.21700 -0.1040
C 1.01157 -1.05567 0.79781 -0.0141
C 1.40470 0.34621 0.25988 -0.2674
C 0.57076 0.54157 -0.96805 -0.3874
H -1.40424 1.58865 -1.53048 0.0820
H -0.70752 1.95129 -0.03024 0.1263
H -1.44531 -0.97876 -0.73293 0.1143
H -3.03004 -1.14904 1.03865 0.1875
H -0.29169 0.24553 1.73247 0.0233
H 1.48573 -1.68538 1.57621 0.0815
H 1.06564 -1.63277 -0.15830 0.0918
H 1.42639 1.25895 0.81565 0.1295
H 2.60219 0.15002 -1.68028 0.2086
H 0.46862 -0.44257 -1.47313 0.1299
N -2.11373 -0.41493 1.02403 0.0095
N 1.84225 0.79663 -1.03741 0.0035



No. 5
65
Properties=species:S:1:pos:R:3:lowdin_charge:R:1 method="wB97M-V/def2-TZVPD" orbital_gap_ev=7.97 fmax_ev_per_a=4.6 lumo_energy_ev=-2.780 multiplicity=1 charge=+1
C 6.39612 -1.90276 -0.07907 -0.1339
C 5.50734 -0.53187 -0.21360 -0.2435
C 6.34317 0.86380 -0.01340 -0.2129
O 5.67246 2.07376 -0.51182 -0.1695
C 4.36155 2.29254 0.11737 -0.2591
C 4.41753 2.36205 1.77859 -0.1121
C 3.04666 3.18060 2.27662 -0.1234
C 1.80453 3.03578 1.21353 -0.2455
C 0.33070 3.45018 1.81564 -0.1101
C -0.78148 2.28761 1.35833 -0.1612
C -0.64832 0.68747 1.77746 -0.0394
C -1.68239 -0.50179 1.31877 -0.0191
C -2.98044 -0.12656 0.35714 -0.1557
C -4.00484 -1.32264 -0.15504 -0.1114
C -3.16337 1.48317 -0.04290 -0.0198
C -2.11164 2.66949 0.43118 -0.0475
N 2.19289 3.82664 -0.04862 -0.0614
C 1.32076 3.50670 -1.24600 -0.2062
C 1.46024 4.61258 -2.48361 -0.0219
F 1.57322 2.10957 -1.75882 -0.0465
C 3.69653 3.75677 -0.34308 -0.0374
H 6.76699 -2.18818 -1.17399 0.0921
H 5.63450 -2.76755 0.21632 0.0876
H 7.26057 -1.86309 0.70866 0.0869
H 4.91151 -0.43546 -1.22109 0.1246
H 4.69988 -0.57177 0.66330 0.1043
H 6.73422 0.95909 1.11016 0.1386
H 7.33863 0.74887 -0.66229 0.1506
H 3.57859 1.48166 -0.27527 0.1528
H 4.51455 1.29801 2.26546 0.1196
H 5.35060 3.00295 2.15397 0.1448
H 3.27893 4.34873 2.35437 0.1311
H 2.78916 2.84347 3.37920 0.1377
H 1.71706 1.88517 0.90779 0.1622
H -0.00202 4.53388 1.52387 0.1257
H 0.37646 3.38086 2.99334 0.1326
H 0.27822 0.40235 2.45358 0.0879
H -1.49140 -1.62212 1.66990 0.1025
H -4.20286 -1.15110 -1.31683 0.0988
H -3.48658 -2.39626 -0.09219 0.0750
H -5.04444 -1.29539 0.38797 0.0963
H -4.10852 1.71852 -0.71885 0.0974
H -2.34742 3.78623 0.08246 0.0929
H 1.99762 4.84170 0.20561 0.1969
H 0.15974 3.51285 -0.96857 0.1617
H 0.58341 4.37064 -3.23387 0.1153
H 1.48936 5.72282 -2.11424 0.1059
H 2.46188 4.31805 -3.04893 0.1009
H 4.21488 4.66860 0.22675 0.1681
H 3.96195 3.89697 -1.47399 0.1485
O -5.34221 -4.13820 0.38762 -0.3023
S -5.21391 -4.95967 -0.79739 0.6125
O -5.47790 -4.44391 -2.12283 -0.2856
O -6.07101 -6.32985 -0.58744 -0.2629
C -7.44451 -6.22762 -0.23968 -0.2757
C -8.29617 -5.86891 -1.44290 -0.0754
C -3.60197 -5.70450 -0.79774 -0.1209
H -7.58727 -5.51022 0.57533 0.1165
H -7.75322 -7.20890 0.13624 0.1261
H -8.07936 -4.85407 -1.78933 0.0707
H -9.35968 -5.92048 -1.19360 0.0831
H -8.09221 -6.54609 -2.27850 0.0875
H -3.41345 -6.14216 0.18390 0.0767
H -2.86897 -4.92226 -1.00673 0.0695
H -3.56480 -6.46676 -1.57823 0.0783



No. 6
6
Properties=species:S:1:pos:R:3:lowdin_charge:R:1 method="wB97M-V/def2-TZVPD" smiles=N#CC1OO1 orbital_gap_ev=11.83 e_above_lowest_kcal_mol=123.12 fmax_ev_per_a=6.3 lumo_energy_ev=0.467 multiplicity=1
C 0.23924 -0.81215 -0.64995 -0.1239
C 0.13777 0.28845 0.24205 -0.4447
N 0.08518 -1.62814 -1.44991 0.2001
O -0.78228 1.19894 0.15549 0.0685
O -0.95561 0.18449 1.09330 0.0732
H 1.27569 0.76840 0.60903 0.2269



No. 7
13
Properties=species:S:1:pos:R:3:lowdin_charge:R:1 method="wB97M-V/def2-TZVPD" orbital_gap_ev=10.65 e_above_lowest_kcal_mol=112.15 fmax_ev_per_a=2.6 lumo_energy_ev=1.104 multiplicity=1
C -1.51761 -1.90554 -0.33971 -0.1010
N -1.65012 -0.58775 0.14176 -0.0737
C -1.30555 0.48516 0.45528 0.0522
C 0.67979 1.63607 0.02107 -0.1406
C 1.88801 0.91401 0.33062 -0.2503
O 0.91119 0.08405 -0.20259 -0.1431
H -0.46336 -2.07849 -0.57027 0.0836
H -2.12907 -2.01740 -1.23619 0.0859
H -1.86441 -2.60227 0.42489 0.0851
H 0.15097 2.19646 0.80712 0.0789
H 0.47755 2.03361 -0.96344 0.1039
H 2.76624 1.11332 -0.25995 0.1029
H 2.05636 0.72877 1.39143 0.1163